1.
{"formula": "C3H4I4", "method": "the ωB97M-V functional and the def2-TZVPD basis", "species": ["C", "C", "C", "I", "I", "I", "I", "H", "H", "H", "H"], "coordinates": [[1.76283, 0.63861, -0.17687], [2.08933, -0.62469, -0.39041], [-2.07546, 0.17232, 0.25246], [0.81189, -2.18230, 0.19938], [-3.01305, -1.37887, -0.87429], [-2.93124, 0.44610, 2.16855], [-1.80279, 1.88189, -0.99120], [0.91891, 0.87503, 0.41027], [2.56231, 1.33321, -0.33480], [-1.23652, -0.23233, 0.65233], [2.91378, -0.92897, -0.91542]], "forces_ev_per_a": [[1.34, -1.22, 0.42], [-2.52, 0.56, 0.88], [-2.63, 0.71, -0.91], [0.30, -0.02, -0.13], [-0.04, 0.05, 0.15], [-0.65, 0.45, 0.25], [0.08, -0.19, 0.50], [-0.80, 0.60, 0.32], [-0.10, 0.78, -0.41], [3.04, -0.94, -0.04], [1.98, -0.78, -1.03]], "e_above_lowest_kj_mol": 95.2, "homo_ev": -9.181, "gap_ev": 8.44}

***

2.
{"formula": "C3HINOS2", "method": "the ωB97M-V functional and the def2-TZVPD basis", "species": ["C", "C", "C", "N", "O", "S", "S", "I", "H"], "coordinates": [[-0.14842, 0.93250, -0.87262], [0.30578, -0.28558, -2.86609], [-0.23416, 0.60294, 0.49582], [0.36961, -0.16290, -1.66810], [-0.50882, 1.94454, -1.45558], [0.91443, -1.44224, -4.12372], [0.20769, 0.57265, -4.42255], [-1.04752, 2.10158, 1.74823], [0.17402, -0.21125, 1.12877]], "forces_ev_per_a": [[-0.06, -0.82, 1.73], [1.04, 0.22, -1.97], [0.26, 0.16, -0.17], [-0.11, -1.25, 1.61], [-0.35, 1.15, -0.59], [-0.34, 0.49, 0.30], [-0.28, -0.34, 0.51], [0.11, -0.17, -0.19], [-0.27, 0.56, -1.24]], "total_charge": -1, "e_above_lowest_kj_mol": 195.4, "homo_ev": -3.279, "gap_ev": 5.94}

***

3.
{"formula": "C24H27N3O9SSi", "method": "the ωB97M-V functional and the def2-TZVPD basis", "species": ["C", "Si", "C", "C", "O", "C", "C", "C", "C", "C", "C", "N", "S", "N", "C", "C", "C", "N", "H", "H", "H", "H", "H", "H", "H", "H", "H", "H", "H", "H", "H", "H", "H", "H", "H", "H", "H", "C", "C", "C", "O", "C", "C", "C", "O", "O", "O", "H", "H", "H", "H", "C", "C", "C", "O", "C", "C", "C", "O", "O", "O", "H", "H", "H", "H"], "coordinates": [[-1.12387, -3.59657, -0.33510], [0.48169, -2.99893, -1.10321], [1.81405, -4.27749, -0.80291], [0.15885, -2.75895, -2.94235], [1.03838, -1.59705, -0.40642], [0.07373, -0.62282, -0.02523], [0.76285, 0.52767, 0.67734], [1.60444, 0.08652, 1.84054], [1.07618, -0.80124, 2.82441], [1.77194, -1.24128, 3.89503], [3.10868, -0.81072, 4.05530], [3.97046, -1.11897, 5.02298], [5.33839, -0.37212, 4.68540], [4.93010, 0.38063, 3.32336], [3.65892, 0.05565, 3.07976], [2.89770, 0.51732, 1.96091], [3.63108, 1.41535, 0.99305], [4.43422, 0.63789, 0.02649], [-1.11761, -3.52920, 0.75161], [-1.96052, -3.00297, -0.69839], [-1.32708, -4.62979, -0.60238], [2.05840, -4.24608, 0.25565], [1.51216, -5.27185, -1.10641], [2.71338, -3.95937, -1.32604], [0.32978, -1.70127, -3.14574], [0.82611, -3.35321, -3.55589], [-0.87340, -2.97231, -3.20014], [-0.40822, -0.22269, -0.92062], [-0.70410, -1.02842, 0.62236], [1.32533, 1.08651, -0.05439], [-0.02291, 1.18896, 1.03416], [0.05839, -1.14858, 2.71875], [1.33160, -1.90308, 4.62134], [2.96754, 2.08065, 0.46304], [4.32494, 2.02018, 1.56584], [3.85246, -0.12303, -0.31250], [5.17758, 0.18357, 0.54503], [-1.05411, 1.34853, -5.61774], [-1.00783, 1.10194, -6.93348], [-1.75486, -0.04707, -7.55143], [-1.67137, -0.19078, -8.75624], [-2.52525, -0.91583, -6.67998], [-2.57055, -0.67079, -5.36375], [-1.84042, 0.49137, -4.74767], [-1.93400, 0.65871, -3.54530], [-3.25857, -1.43883, -4.52603], [-0.31290, 1.83859, -7.78913], [-0.52224, 2.17250, -5.16380], [-3.04597, -1.74825, -7.13156], [-3.13608, -1.05484, -3.63775], [-0.45813, 1.44225, -8.66982], [-3.15282, 2.17802, 3.56367], [-3.88019, 3.04160, 4.28639], [-3.23948, 4.08058, 5.17017], [-3.97978, 4.83134, 5.77617], [-1.79110, 4.12306, 5.24947], [-1.06453, 3.25731, 4.52935], [-1.70673, 2.23641, 3.62965], [-0.96044, 1.50569, 3.00219], [0.26071, 3.22679, 4.54738], [-5.20428, 3.05757, 4.28390], [-3.60242, 1.43121, 2.92473], [-1.34107, 4.86176, 5.89717], [0.53110, 2.50794, 3.94253], [-5.46832, 3.78031, 4.88625]], "forces_ev_per_a": [[0.10, 0.44, 0.13], [0.02, -0.97, -0.24], [-0.08, 0.94, 0.06], [0.06, 0.42, 0.53], [-0.44, -0.15, 0.19], [0.29, 0.39, -0.29], [-0.45, -0.20, 0.12], [0.75, 0.37, -0.23], [-0.44, -0.19, 0.00], [-0.07, -0.20, 0.33], [0.01, 0.04, -0.11], [-0.11, -0.33, 0.39], [0.03, 0.19, -0.23], [0.34, -0.01, 0.17], [-0.01, 0.18, -0.26], [0.06, 0.34, 0.04], [0.31, -0.59, 0.04], [-0.27, 0.03, 0.14], [0.01, -0.04, 0.13], [-0.17, 0.09, 0.00], [0.08, -0.17, -0.11], [-0.01, -0.26, 0.21], [0.04, -0.20, -0.06], [0.16, -0.20, -0.19], [0.08, 0.09, -0.25], [0.08, -0.07, -0.17], [-0.15, -0.16, -0.11], [-0.22, 0.01, -0.06], [-0.01, -0.31, 0.02], [0.35, 0.04, -0.12], [-0.09, 0.11, 0.03], [-0.12, 0.06, -0.08], [-0.08, -0.12, 0.10], [-0.18, 0.15, -0.15], [0.06, 0.23, 0.02], [0.01, 0.02, -0.17], [0.12, 0.03, -0.01], [-0.02, 0.02, 0.17], [0.14, 0.22, 0.13], [-0.23, -0.31, 0.10], [0.11, 0.12, -0.07], [0.03, 0.00, -0.17], [-0.14, -0.30, -0.29], [0.29, 0.31, -0.08], [-0.16, -0.25, 0.08], [0.11, 0.21, 0.22], [-0.06, -0.08, -0.05], [0.01, 0.01, -0.02], [-0.02, -0.01, 0.03], [0.01, 0.03, 0.03], [-0.01, -0.02, -0.03], [0.10, -0.11, -0.09], [-0.08, -0.19, -0.17], [0.38, 0.11, 0.11], [-0.18, -0.04, -0.02], [-0.11, 0.10, 0.08], [0.12, 0.19, 0.18], [-0.31, -0.08, -0.05], [-0.02, 0.03, 0.12], [-0.07, -0.07, -0.08], [0.04, 0.08, 0.06], [-0.03, 0.01, 0.00], [0.02, 0.00, -0.01], [0.01, -0.03, -0.02], [0.00, 0.03, 0.03]], "homo_ev": -8.608, "gap_ev": 6.95}

***

4.
{"formula": "C4H8O2", "method": "the ωB97M-V functional and the def2-TZVPD basis", "species": ["C", "C", "C", "C", "H", "H", "H", "H", "H", "H", "H", "H", "O", "O"], "coordinates": [[1.82565, -0.50789, -0.24048], [0.65581, 0.40227, 0.12053], [-1.74426, 0.32322, -0.17807], [-2.90067, -0.27465, 0.06930], [3.29490, 0.11374, 0.92707], [1.68230, -0.73238, -1.34727], [1.72713, -1.43032, 0.32014], [0.80158, 0.75925, 1.15123], [0.66733, 1.20655, -0.59118], [-1.66363, 1.40058, -0.50936], [-3.83830, 0.27832, -0.12802], [-3.00142, -1.31442, 0.46663], [3.04142, 0.09441, -0.02742], [-0.54785, -0.31867, -0.03311]], "forces_ev_per_a": [[-1.81, -0.74, -1.21], [0.08, -0.08, 0.15], [0.70, 1.13, -0.02], [-0.96, -0.38, 0.16], [-0.57, -0.15, -1.20], [0.61, 0.08, 1.31], [-0.06, -0.42, 0.02], [-0.29, 0.13, -0.16], [0.01, 0.87, -0.11], [-0.16, -1.25, 0.27], [0.76, -0.39, 0.18], [0.34, 1.07, -0.50], [1.63, 0.82, 0.92], [-0.29, -0.68, 0.18]], "e_above_lowest_kj_mol": 220.0, "homo_ev": -8.988, "gap_ev": 9.81}

***

no.,E_tot (a.u.)
1,-1307.41209
2,-1338.97924
3,-2459.91552
4,-307.62863